{"formula": "C7H12", "method": "wB97M-V/def2-TZVPD", "max_force_ev_per_a": 3.8, "multiplicity": 1, "orbital_gap_ev": 10.11, "smiles": "C=C(C)C/C=C/C", "symbols": ["C", "C", "C", "C", "C", "C", "C", "H", "H", "H", "H", "H", "H", "H", "H", "H", "H", "H", "H"], "coordinates": [[-1.127, 0.692, -2.905], [-0.554, 0.455, 1.088], [0.812, -0.266, 1.432], [-1.088, 0.221, -0.302], [-0.540, 0.627, -1.460], [1.590, 0.313, 2.393], [1.068, -1.636, 0.808], [0.527, 1.063, -1.425], [1.091, -1.726, -0.256], [0.339, -2.324, 1.305], [-0.275, 1.477, 1.061], [-1.300, 1.781, -3.358], [1.236, 1.277, 2.723], [2.340, -0.070, 3.096], [-2.084, -0.285, -0.446], [-2.184, 0.272, -3.108], [-1.210, 0.050, 1.877], [1.976, -1.945, 1.102], [-0.619, 0.022, -3.625]], "atomic_forces_ev_per_a": [[-2.20, 0.23, -0.80], [1.97, -2.14, -0.72], [0.55, 0.30, 0.29], [-1.48, -0.69, -1.80], [1.19, 1.00, -0.50], [-1.54, -0.41, -0.51], [-3.06, 1.05, 1.39], [-1.64, -0.49, 0.04], [-0.71, 0.32, -0.74], [0.30, 0.23, -0.89], [-0.42, 1.20, 1.02], [1.11, -2.18, 1.16], [-0.10, 0.32, 0.13], [0.10, -0.41, -1.14], [0.86, 0.61, 0.53], [1.19, 0.48, 1.35], [-0.15, 0.94, -0.43], [3.41, -1.18, 1.28], [0.60, 0.83, 0.33]], "nbo_charge": [-0.665, -0.492, 0.079, -0.191, -0.191, -0.447, -0.654, 0.187, 0.228, 0.213, 0.237, 0.226, 0.183, 0.209, 0.198, 0.214, 0.233, 0.211, 0.222]}


{"formula": "C7H12", "method": "wB97M-V/def2-TZVPD", "max_force_ev_per_a": 1.4, "multiplicity": 1, "orbital_gap_ev": 9.92, "smiles": "C=CC(=C)C.C=C", "symbols": ["C", "C", "C", "C", "C", "C", "C", "H", "H", "H", "H", "H", "H", "H", "H", "H", "H", "H", "H"], "coordinates": [[-0.341, -1.938, 1.847], [0.530, 1.438, -0.587], [-1.132, -0.307, -1.251], [2.025, 1.452, -0.449], [-0.070, 0.108, -0.589], [-1.166, -2.674, 1.109], [-0.188, 2.552, -0.701], [0.272, 3.527, -0.670], [2.412, 2.468, -0.484], [-1.697, 0.327, -1.912], [-1.262, 2.529, -0.772], [-0.866, -3.631, 0.712], [2.321, 0.997, 0.497], [2.482, 0.874, -1.252], [0.659, -2.269, 2.081], [-2.211, -2.427, 1.015], [-0.686, -1.064, 2.373], [-1.474, -1.339, -1.084], [0.391, -0.624, 0.119]], "atomic_forces_ev_per_a": [[-0.51, -0.74, 0.24], [0.18, 0.39, -0.29], [-0.35, -0.74, 0.13], [-0.07, 0.16, 0.02], [0.37, -0.78, 1.07], [0.21, -0.12, 0.81], [0.01, -0.06, 0.16], [0.15, 0.14, -0.08], [0.06, 0.03, 0.01], [-0.04, 0.08, -0.28], [-0.20, -0.07, -0.01], [0.15, -0.04, -0.25], [0.07, -0.06, 0.04], [0.06, -0.04, -0.01], [0.22, 0.03, -0.20], [-0.13, 0.21, -0.19], [-0.04, 0.33, -0.10], [0.03, 0.58, -0.23], [-0.19, 0.70, -0.85]], "nbo_charge": [-0.394, -0.031, -0.376, -0.630, -0.221, -0.390, -0.387, 0.193, 0.214, 0.196, 0.195, 0.195, 0.214, 0.218, 0.196, 0.196, 0.199, 0.202, 0.212]}


{"formula": "C7H12", "method": "wB97M-V/def2-TZVPD", "max_force_ev_per_a": 2.4, "multiplicity": 1, "orbital_gap_ev": 9.19, "smiles": "C=C(/C=C/C)CC", "symbols": ["C", "C", "C", "C", "C", "C", "C", "H", "H", "H", "H", "H", "H", "H", "H", "H", "H", "H", "H"], "coordinates": [[-0.452, -0.093, 0.932], [0.894, 0.507, 1.252], [-1.282, -0.604, 1.861], [-0.637, -0.552, -0.464], [0.304, -0.588, -1.434], [-0.123, -0.882, -2.816], [1.035, 1.996, 0.867], [-1.174, -1.129, -2.975], [0.610, 2.318, -0.081], [1.707, -0.007, 0.732], [2.101, 2.233, 0.857], [1.046, 0.275, 2.308], [0.028, 0.028, -3.431], [-2.191, -1.067, 1.511], [0.662, 2.583, 1.704], [-1.590, -1.042, -0.675], [1.365, -0.702, -1.237], [-0.913, -0.669, 2.871], [0.318, -1.651, -3.467]], "atomic_forces_ev_per_a": [[0.75, -1.96, -0.57], [-0.28, -0.05, -0.29], [0.99, 0.59, -0.83], [0.40, 0.59, -0.04], [-0.96, -1.59, 0.65], [-0.46, 0.18, -2.38], [0.69, -0.12, 1.35], [-0.27, 0.32, 0.71], [-0.23, -0.33, 0.08], [-0.33, -0.35, -0.07], [0.04, 0.04, -0.23], [0.29, 0.70, 0.09], [-0.06, -0.18, 0.27], [-0.17, -0.25, 0.39], [-0.45, 0.34, -0.25], [-0.18, 0.76, -0.26], [0.04, 1.12, 0.13], [-0.63, 0.29, 0.41], [0.82, -0.11, 0.85]], "nbo_charge": [-0.008, -0.433, -0.384, -0.208, -0.200, -0.654, -0.606, 0.212, 0.219, 0.205, 0.205, 0.208, 0.217, 0.198, 0.207, 0.199, 0.207, 0.199, 0.216]}


{"formula": "C7H12", "method": "wB97M-V/def2-TZVPD", "max_force_ev_per_a": 0.2, "multiplicity": 1, "orbital_gap_ev": 10.35, "smiles": "C[C@@H]1C=C[C@H](C)C1", "symbols": ["C", "C", "C", "C", "C", "C", "C", "H", "H", "H", "H", "H", "H", "H", "H", "H", "H", "H", "H"], "coordinates": [[1.254, 0.379, 0.264], [-1.224, 0.551, 0.007], [-0.096, 0.101, 0.970], [0.833, 0.650, -1.162], [-2.367, -0.460, -0.091], [2.256, -0.767, 0.407], [-0.486, 0.750, -1.298], [-2.820, -0.636, 0.891], [-1.005, 0.969, -2.228], [1.838, -1.694, -0.004], [3.191, -0.554, -0.123], [2.500, -0.945, 1.461], [-1.645, 1.513, 0.336], [-0.190, -0.979, 1.151], [-3.157, -0.113, -0.768], [-0.163, 0.594, 1.946], [-1.995, -1.420, -0.470], [1.557, 0.771, -1.966], [1.717, 1.289, 0.676]], "atomic_forces_ev_per_a": [[-0.01, 0.02, 0.02], [0.01, 0.01, 0.02], [0.00, -0.03, 0.04], [-0.13, 0.02, -0.01], [-0.05, -0.03, -0.01], [0.04, -0.04, -0.01], [0.13, -0.01, 0.00], [0.06, 0.03, -0.14], [0.09, -0.05, 0.13], [0.05, 0.13, 0.05], [-0.13, -0.02, 0.08], [-0.03, 0.03, -0.15], [0.07, -0.11, -0.05], [0.02, 0.14, -0.05], [0.12, -0.04, 0.09], [0.01, -0.08, -0.13], [-0.05, 0.14, 0.06], [-0.12, -0.02, 0.11], [-0.07, -0.11, -0.05]], "nbo_charge": [-0.257, -0.257, -0.390, -0.184, -0.598, -0.597, -0.184, 0.208, 0.208, 0.204, 0.207, 0.208, 0.201, 0.199, 0.207, 0.212, 0.204, 0.208, 0.201]}


{"formula": "C7H12", "method": "wB97M-V/def2-TZVPD", "max_force_ev_per_a": 0.3, "multiplicity": 1, "orbital_gap_ev": 10.73, "smiles": "CC[C@H]1C[C@H]2C[C@@H]12", "symbols": ["C", "C", "C", "C", "C", "C", "C", "H", "H", "H", "H", "H", "H", "H", "H", "H", "H", "H", "H"], "coordinates": [[-0.458, 0.369, 0.596], [1.661, 0.100, 1.024], [0.454, -0.832, 1.015], [0.784, 1.273, 0.631], [-1.708, -1.076, -1.152], [-1.273, 0.321, -0.709], [1.822, 0.751, -0.315], [-1.124, 0.611, 1.432], [-0.845, -1.699, -1.412], [2.473, 0.070, 1.744], [0.815, 2.293, 1.004], [2.707, 1.371, -0.429], [0.194, -1.198, 2.013], [-2.267, -1.598, -0.367], [0.512, -1.689, 0.335], [-2.348, -1.020, -2.039], [1.527, 0.225, -1.224], [-2.166, 0.948, -0.591], [-0.689, 0.779, -1.518]], "atomic_forces_ev_per_a": [[-0.12, 0.02, 0.00], [0.19, -0.11, 0.17], [-0.01, -0.17, 0.00], [-0.11, 0.27, 0.03], [-0.01, -0.06, -0.01], [0.00, 0.06, -0.04], [0.08, 0.00, -0.15], [0.09, -0.07, -0.12], [-0.14, 0.09, 0.04], [-0.14, 0.03, -0.12], [-0.02, -0.17, -0.09], [-0.15, -0.08, 0.04], [0.03, 0.04, -0.17], [0.07, 0.08, -0.08], [0.03, 0.14, 0.08], [0.07, 0.00, 0.14], [0.03, 0.05, 0.18], [0.14, -0.05, -0.02], [-0.04, -0.07, 0.11]], "nbo_charge": [-0.204, -0.224, -0.397, -0.220, -0.604, -0.405, -0.429, 0.207, 0.200, 0.214, 0.216, 0.222, 0.211, 0.202, 0.197, 0.210, 0.203, 0.202, 0.200]}


{"formula": "C7H12", "method": "wB97M-V/def2-TZVPD", "max_force_ev_per_a": 2.0, "multiplicity": 1, "orbital_gap_ev": 8.26, "symbols": ["C", "C", "C", "C", "C", "C", "C", "H", "H", "H", "H", "H", "H", "H", "H", "H", "H", "H", "H"], "coordinates": [[-3.292, 0.433, -0.282], [-0.742, 0.434, -0.288], [0.550, -0.175, -0.838], [1.794, 0.019, -0.218], [3.664, -0.243, 1.490], [2.763, 0.354, 0.488], [-2.018, -0.196, -0.847], [3.541, 0.298, 2.429], [-2.003, -1.268, -0.623], [1.443, -1.197, -0.327], [-0.729, 0.349, 0.801], [3.492, -1.310, 1.696], [-4.189, -0.046, -0.686], [-0.766, 1.523, -0.493], [-3.333, 0.341, 0.808], [-3.354, 1.499, -0.524], [4.708, -0.119, 1.202], [0.494, -0.586, -1.844], [-2.023, -0.108, -1.941]], "atomic_forces_ev_per_a": [[-0.01, 0.03, 0.02], [0.18, -0.33, 0.20], [0.29, -0.77, 0.17], [0.34, 1.44, -0.23], [0.18, 0.11, 0.16], [0.15, -0.38, 0.05], [0.04, -0.11, -0.03], [0.06, 0.01, 0.07], [-0.05, 0.05, -0.03], [-1.97, -0.09, -0.29], [-0.05, 0.01, 0.03], [-0.09, 0.16, -0.13], [0.14, 0.03, 0.02], [0.34, -0.35, -0.07], [0.04, 0.00, -0.10], [0.06, -0.11, 0.01], [0.01, 0.03, 0.01], [0.30, 0.29, 0.01], [0.04, -0.01, 0.12]], "nbo_charge": [-0.603, -0.423, -0.275, -0.273, -0.673, -0.027, -0.391, 0.233, 0.199, 0.341, 0.215, 0.195, 0.213, 0.216, 0.203, 0.203, 0.228, 0.224, 0.196]}


{"formula": "C7H12", "method": "wB97M-V/def2-TZVPD", "max_force_ev_per_a": 0.4, "multiplicity": 1, "orbital_gap_ev": 9.95, "smiles": "CC1=CC1.C=CC", "symbols": ["C", "C", "C", "C", "C", "C", "C", "H", "H", "H", "H", "H", "H", "H", "H", "H", "H", "H", "H"], "coordinates": [[1.449, 0.742, -0.342], [-1.692, 1.694, -0.813], [-1.736, 0.448, -1.647], [-1.479, 0.272, -0.392], [2.020, -1.500, 0.613], [1.748, -0.025, 0.702], [-1.410, -0.616, 0.786], [-2.442, -0.866, 1.050], [-1.938, 0.035, -2.622], [3.095, -1.677, 0.499], [-2.619, 2.196, -0.517], [1.298, 1.812, -0.241], [1.696, -2.032, 1.514], [1.829, 0.431, 1.689], [1.331, 0.322, -1.339], [-0.942, -0.127, 1.643], [-0.880, -1.548, 0.569], [1.517, -1.945, -0.253], [-0.846, 2.383, -0.899]], "atomic_forces_ev_per_a": [[0.16, -0.07, 0.14], [-0.03, 0.39, 0.09], [0.05, -0.19, 0.12], [-0.26, -0.06, -0.27], [0.00, -0.07, -0.02], [0.07, 0.17, -0.17], [-0.04, -0.07, 0.03], [0.07, -0.07, 0.15], [0.02, 0.07, 0.10], [-0.12, -0.03, 0.07], [0.05, -0.04, -0.16], [0.02, -0.15, 0.03], [0.01, 0.09, -0.13], [0.05, -0.04, -0.15], [0.06, 0.05, 0.14], [-0.04, -0.06, -0.15], [-0.09, 0.15, 0.00], [0.10, 0.08, 0.10], [-0.09, -0.15, 0.07]], "nbo_charge": [-0.398, -0.432, -0.220, 0.062, -0.656, -0.184, -0.656, 0.233, 0.220, 0.223, 0.169, 0.201, 0.213, 0.194, 0.195, 0.227, 0.227, 0.212, 0.170]}


{"formula": "C7H12", "method": "wB97M-V/def2-TZVPD", "max_force_ev_per_a": 2.8, "multiplicity": 1, "orbital_gap_ev": 10.15, "smiles": "C=CCC(=C)CC", "symbols": ["C", "C", "C", "C", "C", "C", "C", "H", "H", "H", "H", "H", "H", "H", "H", "H", "H", "H", "H"], "coordinates": [[1.804, 0.426, 2.418], [0.152, 1.043, 0.592], [-0.122, -1.149, -2.696], [-0.054, 0.001, -1.683], [0.561, 0.532, 1.969], [-0.665, 0.055, -0.281], [-1.685, -0.637, 0.193], [1.876, 0.199, 3.488], [-1.966, -0.733, 1.239], [2.622, 0.061, 1.809], [1.006, 0.264, -1.627], [-0.355, 0.330, 2.525], [0.332, -2.095, -2.372], [-0.441, 1.962, 0.655], [1.118, 1.192, 0.120], [0.088, -0.953, -3.752], [-2.345, -1.194, -0.461], [-1.183, -1.427, -2.857], [-0.481, 0.828, -2.279]], "atomic_forces_ev_per_a": [[-0.76, -1.75, 1.18], [0.58, -1.70, -0.07], [-2.31, -1.53, 0.47], [0.08, 0.89, -1.75], [-1.73, 0.92, -1.17], [1.59, 0.03, 0.07], [-0.66, -0.56, -0.28], [0.30, -0.12, -0.36], [0.11, 0.61, -0.05], [0.35, 1.23, -0.30], [-0.13, 0.05, 0.39], [0.58, 0.39, 0.96], [0.25, 0.41, -0.08], [0.43, 0.02, 0.20], [-0.16, 0.66, -0.48], [0.96, 0.60, 0.45], [0.32, -0.30, -0.15], [0.09, -0.05, 0.49], [0.11, 0.20, 0.48]], "nbo_charge": [-0.435, -0.479, -0.614, -0.442, -0.124, 0.047, -0.429, 0.197, 0.198, 0.208, 0.204, 0.187, 0.208, 0.230, 0.205, 0.222, 0.198, 0.200, 0.216]}